# C24H37ClFN4O3

A 2-piece molecular cluster, C24H37ClFN4O3 overall in a non-equilibrium geometry (ωB97M-V with the def2-TZVPD basis set, OMol25).

```
70
Properties=species:S:1:pos:R:3:forces:R:3
C 1.7333 2.2051 2.9655 0.40 -0.17 -1.06
C 1.3572 1.0437 1.9840 -0.02 0.08 0.65
C 0.6148 1.4931 0.7291 0.63 -0.30 0.75
C 1.1573 2.4362 -0.1094 -0.39 0.70 -0.67
C 2.5120 3.1159 0.0769 -0.05 -0.32 -0.07
C 3.6750 2.0798 0.0166 -0.28 0.33 -0.95
C 4.4733 2.1295 -1.3154 0.71 0.12 0.49
C 5.9411 1.6375 -1.1157 -0.21 -0.05 -0.86
C 6.0906 0.1386 -1.4188 0.08 0.11 0.76
N 5.2819 -0.6188 -0.4549 -0.31 -0.03 -0.46
C 0.4059 2.8137 -1.2663 0.88 -0.04 0.88
C -0.7869 2.2440 -1.5521 -0.18 0.31 -1.34
C -1.5031 2.6911 -2.8299 -0.60 0.11 1.06
C -2.6723 3.6039 -2.4153 0.15 -0.56 0.32
F -0.6457 3.4399 -3.6447 0.05 -0.28 0.03
C -1.3599 1.2537 -0.7158 0.29 0.75 -1.18
N -2.5556 0.7063 -1.1108 0.98 -0.53 1.63
C -2.9597 -0.2096 -0.2589 -1.73 0.13 -1.76
N -4.1468 -0.9149 -0.5439 0.95 0.38 1.90
C -5.1550 -0.6131 0.1898 -1.03 -0.72 -0.22
C -5.4406 0.7811 0.7507 -0.16 -0.48 0.69
C -6.1105 -1.7408 0.5615 1.36 -0.26 -0.46
C -2.2556 -0.6085 0.9397 0.12 -0.32 0.39
C -2.7867 -1.7222 1.8739 -0.39 0.88 -0.38
O -1.7344 -2.5927 2.2449 -0.62 -0.30 -0.43
C -1.2988 -3.2452 1.0732 0.56 -0.04 0.40
O -0.8868 -4.5659 1.3907 0.03 0.50 -0.49
C -0.4354 -5.1737 0.1843 0.19 -0.74 0.22
C 0.9744 -5.7788 0.3338 -0.45 0.23 -0.74
O 2.0019 -4.9395 -0.2071 -0.12 0.03 0.33
N -1.1257 -0.0632 1.2833 -0.51 0.12 -0.67
C -0.6418 0.8908 0.4236 0.27 -0.11 0.61
H 1.4914 1.9469 3.9994 0.05 0.20 -0.18
H 2.8112 2.3955 2.8557 -0.23 0.02 0.43
H 1.2480 3.1334 2.6404 -0.16 -0.21 0.46
H 0.7777 0.3145 2.5587 -0.12 0.16 -0.47
H 2.2766 0.5124 1.7047 -0.23 0.12 -0.01
H 2.5285 3.7123 0.9974 0.07 -0.29 -0.11
H 2.6303 3.8477 -0.7366 -0.01 -0.22 0.18
H 3.2124 1.0904 0.0353 0.43 0.08 0.41
H 4.3905 2.2034 0.8405 -0.35 -0.08 -0.02
H 3.9821 1.5187 -2.0861 0.06 0.16 0.19
H 4.5448 3.1542 -1.7122 -0.25 -0.16 0.24
H 6.2740 1.9036 -0.1017 0.03 -0.22 -0.19
H 6.5876 2.1844 -1.8209 -0.07 -0.14 0.24
H 7.1371 -0.2124 -1.3724 -0.07 0.46 -0.25
H 5.7206 -0.0113 -2.4437 0.03 -0.22 0.31
H 5.3750 -1.6189 -0.5857 0.01 0.09 0.13
H 5.5282 -0.3771 0.4978 0.08 -0.12 -0.10
H 0.8276 3.5728 -1.9213 -0.15 -0.20 0.02
H -1.8197 1.7893 -3.3655 -0.04 0.39 -0.22
H -3.4818 2.9471 -2.0699 0.04 0.28 -0.23
H -3.0041 4.2805 -3.2087 0.05 -0.27 0.05
H -2.3459 4.1742 -1.5348 -0.12 0.14 -0.36
H -4.7818 0.9917 1.6108 -0.01 0.15 -0.38
H -5.3932 1.5813 0.0052 0.34 -0.23 0.10
H -6.4587 0.7594 1.1611 0.23 0.07 -0.14
H -5.5812 -2.7571 0.3106 -1.09 1.92 0.35
H -6.2812 -1.7509 1.6518 -0.30 0.46 -0.31
H -7.0346 -1.7352 -0.0272 0.00 0.05 0.37
H -3.2162 -1.1951 2.7398 0.48 -0.42 0.17
H -3.6270 -2.2602 1.4131 0.41 -0.06 -0.04
H -0.4130 -2.6905 0.7080 -0.27 -0.15 -0.20
H -2.0939 -3.3003 0.3082 0.06 0.19 0.24
H -0.4521 -4.4540 -0.6527 0.11 -0.16 0.18
H -1.1154 -5.9899 -0.1093 -0.08 0.30 0.26
H 1.1845 -5.9479 1.3947 0.03 -0.03 -0.28
H 0.9733 -6.7251 -0.2351 0.12 0.07 0.40
H 1.6278 -4.5178 -0.9879 0.14 0.00 0.04
Cl -5.7471 -4.3870 -0.5241 0.21 -1.66 -0.64
```
Positions in Å, forces in eV/Å.

Output
multiplicity	1
highest occupied orbital energy	-0.1462	Ha
LUMO energy	0.08113	hartree
net charge	-1
orbital gap	6.2	eV

The Löwdin scheme yields these atomic charges, measured in e: number 1, C, carries -0.085; number 2, C, carries -0.169; number 3, C, carries -0.116; number 4, C, carries -0.160; number 5, C, carries -0.134; number 6, C, carries -0.194; number 7, C, carries -0.195; number 8, C, carries -0.215; number 9, C, carries -0.297; number 10, N, carries -0.004; number 11, C, carries 0.025; number 12, C, carries -0.134; number 13, C, carries -0.316; number 14, C, carries -0.031; number 15, F, carries -0.043; number 16, C, carries -0.158; number 17, N, carries 0.217; number 18, C, carries -0.264; number 19, N, carries 0.157; number 20, C, carries -0.374; number 21, C, carries -0.030; number 22, C, carries -0.178; number 23, C, carries -0.163; number 24, C, carries -0.135; number 25, O, carries -0.069; number 26, C, carries -0.250; number 27, O, carries -0.086; number 28, C, carries -0.196; number 29, C, carries -0.217; number 30, O, carries -0.086; number 31, N, carries 0.202; number 32, C, carries -0.136; number 33, H, carries 0.066; number 34, H, carries 0.056; number 35, H, carries 0.069; number 36, H, carries 0.095; number 37, H, carries 0.098; number 38, H, carries 0.096; number 39, H, carries 0.099; number 40, H, carries 0.086; number 41, H, carries 0.102; number 42, H, carries 0.115; number 43, H, carries 0.100; number 44, H, carries 0.100; number 45, H, carries 0.100; number 46, H, carries 0.098; number 47, H, carries 0.107; number 48, H, carries 0.065; number 49, H, carries 0.068; number 50, H, carries 0.119; number 51, H, carries 0.142; number 52, H, carries 0.068; number 53, H, carries 0.075; number 54, H, carries 0.085; number 55, H, carries 0.082; number 56, H, carries 0.073; number 57, H, carries 0.070; number 58, H, carries -0.181; number 59, H, carries 0.077; number 60, H, carries 0.066; number 61, H, carries 0.136; number 62, H, carries 0.109; number 63, H, carries 0.140; number 64, H, carries 0.146; number 65, H, carries 0.122; number 66, H, carries 0.131; number 67, H, carries 0.123; number 68, H, carries 0.110; number 69, H, carries 0.072; number 70, Cl, carries -0.451